DFT (ωB97M-V with the def2-TZVPD basis set) results for C17H36I2NO7S as an isolated structure.

XYZ file:
```
64
Properties=species:S:1:pos:R:3:forces:R:3:mulliken_charge:R:1
C 1.553 -0.580 2.094 0.29 -0.96 0.13 -0.79
C 1.882 -1.688 1.037 0.24 0.50 -0.71 -0.64
C 1.167 -1.519 -0.344 -0.42 0.04 0.20 -0.72
C -0.258 -0.900 -0.270 0.66 0.26 -1.04 -0.59
N -1.087 -1.457 0.833 -0.82 0.01 -0.19 0.05
S -2.686 -1.726 0.295 -0.27 -0.19 0.07 0.41
C -3.815 -0.458 0.980 0.41 0.90 1.13 -0.91
C -3.399 1.010 0.609 -0.70 -0.12 -0.54 -0.24
O -2.530 1.111 -0.508 0.57 -0.12 0.82 -0.48
C -3.165 -3.310 1.150 0.22 -0.48 -0.10 -0.94
I -5.268 -3.405 1.648 0.54 0.09 -0.16 0.23
C -2.754 -4.591 0.317 0.85 0.20 0.62 -0.31
C -1.417 -5.219 0.846 -0.47 0.57 -0.29 -1.10
I -2.539 -4.176 -1.813 -0.25 -0.46 0.48 0.15
H 2.504 -0.241 2.530 -0.49 0.00 0.00 0.39
H 0.953 -1.047 2.896 0.16 0.58 -0.23 0.23
H 1.027 0.295 1.689 0.17 -0.35 0.09 0.08
H 2.966 -1.618 0.829 -0.50 -0.29 0.04 0.42
H 1.718 -2.718 1.398 -0.03 0.48 0.20 0.34
H 1.773 -0.843 -0.973 -0.40 -0.26 0.19 0.37
H 1.087 -2.477 -0.894 0.25 0.29 0.37 0.22
H -0.170 0.195 -0.192 -0.34 -0.52 0.30 0.21
H -0.782 -1.108 -1.229 0.41 0.19 0.37 0.62
H -0.696 -2.344 1.146 -0.17 0.09 0.20 0.18
H -3.810 -0.540 2.083 -0.22 -0.12 -0.52 0.41
H -4.831 -0.627 0.588 0.64 -0.55 0.03 0.53
H -2.973 1.491 1.498 0.32 -0.10 -0.55 0.03
H -4.315 1.569 0.334 0.17 -0.37 0.54 0.39
H -2.857 0.564 -1.220 -0.30 0.06 -0.41 0.30
H -2.603 -3.365 2.102 -0.40 0.37 -0.34 0.59
H -3.531 -5.348 0.489 0.12 0.41 -0.61 0.60
H -1.060 -5.933 0.088 -0.04 0.13 0.58 0.42
H -1.601 -5.708 1.819 0.07 0.06 -0.45 0.37
H -0.634 -4.456 1.006 -0.24 -0.31 -0.23 0.19
C 5.133 0.883 -5.687 -0.26 0.05 0.17 -1.09
C 5.094 -0.539 -6.209 0.42 0.44 -0.27 -0.18
O 4.329 -1.388 -5.341 -0.08 -0.20 -0.01 -0.36
C 3.009 -1.306 -5.487 0.44 0.02 0.12 0.76
O 2.420 -0.614 -6.269 -0.25 0.10 -0.15 -0.54
O 2.446 -2.128 -4.594 -0.13 -0.14 0.11 -0.35
C 1.022 -2.087 -4.601 -0.29 -0.10 0.09 -0.59
H 5.484 0.901 -4.653 0.13 -0.03 -0.07 0.29
H 5.796 1.498 -6.296 0.01 -0.05 0.00 0.35
H 4.140 1.333 -5.698 0.03 -0.02 -0.12 0.31
H 6.101 -0.952 -6.228 -0.12 -0.19 0.17 0.30
H 4.706 -0.582 -7.227 -0.18 -0.03 0.12 0.31
H 0.625 -2.249 -5.602 0.04 0.15 0.00 0.37
H 0.673 -1.133 -4.202 -0.03 0.04 -0.16 0.24
H 0.670 -2.889 -3.954 0.23 -0.03 0.03 0.17
C -0.821 4.758 1.598 0.04 0.23 0.08 -1.18
C -1.056 3.661 2.617 -0.16 0.02 -0.51 0.25
O -0.209 3.825 3.756 -0.04 -0.29 0.00 -0.37
C -0.628 4.730 4.644 0.36 0.01 0.12 0.74
O -1.634 5.379 4.568 -0.28 0.08 -0.04 -0.54
O 0.273 4.792 5.622 -0.06 -0.08 -0.03 -0.35
C -0.019 5.777 6.617 0.05 0.23 0.37 -0.64
H 0.237 4.818 1.340 -0.03 -0.13 -0.06 0.33
H -1.398 4.572 0.691 0.02 -0.03 0.01 0.34
H -1.111 5.730 1.997 -0.10 -0.07 0.01 0.34
H -0.799 2.695 2.179 0.20 -0.02 0.20 0.01
H -2.105 3.613 2.920 0.07 0.16 0.14 0.26
H -1.027 5.655 7.009 -0.01 0.04 -0.15 0.30
H 0.111 6.776 6.203 -0.13 -0.03 -0.02 0.29
H 0.691 5.637 7.429 0.08 -0.15 -0.16 0.23
```
Forces are in eV/Å.

## Properties
**F_max**: 1.5 eV Å⁻¹
**Orbital gap**: 8.909 eV
**Net charge**: +1
**HOMO energy**: -12.62 eV
**Multiplicity**: 1